Version P
The following is a DFT calculation (wB97M-V/def2-TZVPD) of 2 unconnected molecules or ions with the total composition CH7NO.

Kohn-Sham gap: 0.3912 hartree
SMILES: CN.O

Geometry as ORCA input:
```
! RIJCOSX wB97M-V def2-TZVPD def2/J DEFGRID3
* xyz 0 1
H -1.559 0.515 -1.045
H -0.031 1.401 1.464
C -0.997 1.203 -0.447
H 1.418 -1.959 0.067
H -0.276 1.644 -1.189
H -1.207 0.133 1.182
O 2.201 -2.598 0.091
H -1.730 1.957 -0.030
H 2.506 -2.887 -0.882
N -0.324 0.591 0.790
*
```

Version Q
The following is a DFT calculation (wB97M-V/def2-TZVPD) of 2 unconnected molecules or ions with the total composition CH7NO.

Kohn-Sham gap: 0.3942 hartree
SMILES: CN.O

Geometry as ORCA input:
```
! RIJCOSX wB97M-V def2-TZVPD def2/J DEFGRID3
* xyz 0 1
H -2.447 -0.989 -0.028
O -2.420 0.004 -0.029
C 1.150 -0.410 -0.023
H 2.034 -0.411 -0.668
H -1.483 0.262 -0.029
H 0.160 1.152 0.883
H 0.514 1.501 -0.708
H 0.606 -1.344 -0.374
H 1.595 -0.529 1.036
N 0.291 0.763 -0.060
*
```

Which is the most stable structure? version Q is the most stable.

Version P
The following is a DFT calculation (wB97M-V/def2-TZVPD) of 15 unconnected molecules or ions with the total composition H30O15.

Kohn-Sham gap: 0.3645 hartree

Geometry as ORCA input:
```
! RIJCOSX wB97M-V def2-TZVPD def2/J DEFGRID3
* xyz 0 1
H -2.181 -3.232 -3.371
O 1.399 0.443 1.927
H 3.677 0.559 1.917
H -1.277 0.630 3.944
O -3.006 2.575 0.868
O -2.107 -2.328 -3.060
H -2.242 3.119 1.085
O -0.523 0.261 0.399
H -3.881 1.173 -1.474
H -2.690 -2.117 -2.338
H -1.659 -1.859 1.998
O 4.391 -0.074 2.065
H 3.823 -1.460 -2.241
H 1.153 -1.750 -2.238
H -2.819 0.182 -0.790
H 0.903 1.700 -2.678
H 1.270 -1.132 0.513
H 0.682 -0.195 1.893
O -3.911 -3.231 -0.662
H -0.354 -2.044 -2.608
O 1.907 -1.549 -0.081
H -4.456 -2.746 -1.286
O -0.048 3.166 0.481
H 4.909 0.137 1.279
H -0.458 1.308 4.959
H 0.499 2.511 0.938
O 0.570 -2.136 -2.896
O -2.964 0.914 -1.386
O -0.354 0.729 4.197
H 2.024 1.857 -1.584
O 1.083 1.712 -1.736
H -0.433 1.141 0.028
H -2.832 -0.883 1.484
H 3.111 0.947 -0.184
H -3.233 -2.646 -0.326
O -2.202 -1.568 1.265
O 3.337 1.852 0.040
H 2.056 -2.424 0.286
O 3.762 -0.494 -2.198
H -1.011 -0.282 -0.223
H -0.251 2.727 -0.355
H -2.778 2.050 0.089
H 3.304 -0.496 -1.342
H 2.622 2.214 0.571
H 1.184 0.737 2.831
*
```

Version Q
The following is a DFT calculation (wB97M-V/def2-TZVPD) of 15 unconnected molecules or ions with the total composition H30O15.

Kohn-Sham gap: 0.3722 hartree

Geometry as ORCA input:
```
! RIJCOSX wB97M-V def2-TZVPD def2/J DEFGRID3
* xyz 0 1
O -1.465 2.059 0.850
H 0.613 -4.209 1.372
H -3.826 2.076 -1.160
H 1.569 -4.372 0.283
H -1.190 -3.539 -1.456
H 1.118 3.728 -0.464
O 1.397 1.157 1.242
H 1.621 0.366 3.910
O -3.567 1.533 -2.027
O 2.067 1.042 -2.549
H -0.895 0.696 -1.239
H -4.181 0.501 0.759
O -0.102 -1.012 0.037
H 1.523 1.309 -3.255
H 3.397 0.036 -1.910
H 1.643 1.841 4.096
O 2.173 1.209 3.972
O 0.022 -0.319 2.818
H -1.163 -1.282 0.116
H 4.799 -0.568 -1.640
H 1.381 -2.236 -1.962
O -0.819 1.712 -1.518
H -1.746 1.841 -1.897
O -4.138 1.348 0.848
H 1.560 1.024 -1.772
H 1.759 1.665 1.968
O -1.357 -2.597 -1.352
H -0.634 0.263 2.427
O 2.172 -2.329 -2.249
H -1.437 2.395 -0.207
H -2.897 -2.247 1.379
O 1.893 3.329 -0.564
H -1.812 -2.323 -2.087
H 2.592 -1.537 -1.667
H -3.292 1.573 1.330
H -4.309 1.023 -2.360
O 3.995 -0.317 -1.348
O 1.004 -3.661 0.646
H 0.425 -0.645 2.068
O -2.091 -1.869 1.397
H -1.441 -1.886 1.951
H 2.014 2.385 -0.127
H -0.590 1.881 0.916
H 2.228 0.726 1.036
H -0.013 -1.774 -0.612
*
```

Version R
The following is a DFT calculation (wB97M-V/def2-TZVPD) of 15 unconnected molecules or ions with the total composition H30O15.

Kohn-Sham gap: 0.3268 hartree

Geometry as ORCA input:
```
! RIJCOSX wB97M-V def2-TZVPD def2/J DEFGRID3
* xyz 0 1
H -2.442 1.191 -1.684
H 1.124 5.354 -1.224
H 0.790 3.512 2.810
H -3.625 1.191 1.863
H 1.000 1.620 -0.958
O -1.531 -3.137 -2.399
H 0.064 2.140 2.923
H -1.092 -2.850 0.813
H 6.335 1.802 -0.609
H -4.490 -0.933 -1.108
H -2.238 3.228 -0.491
H 2.494 -2.013 -1.326
H 5.264 0.769 -0.431
O -1.736 -3.366 0.283
H 0.038 0.789 0.154
O 0.642 0.099 0.309
O 1.187 4.483 -1.608
O 2.493 -2.268 -2.242
H 1.829 2.540 -0.118
H 3.416 -2.311 -2.510
O -3.651 -1.482 -0.876
H -2.815 -1.825 1.404
H -3.439 2.456 -1.218
H 1.273 0.040 -0.499
O -2.810 0.483 -1.166
O -2.671 3.097 -1.301
H -1.522 -2.805 -3.326
O 0.139 2.955 2.384
H -4.407 2.018 2.986
H -2.208 -3.885 0.824
O -3.655 -1.282 1.417
O 3.625 -1.947 0.724
H -3.214 -1.425 -1.707
O 5.925 1.031 -1.078
H 0.394 3.936 -1.320
H -2.157 -0.063 -0.929
H -3.251 -0.447 1.227
H 4.933 -1.655 3.254
H 3.049 -1.505 1.339
O 1.830 1.768 -0.695
H -0.543 -2.906 -2.292
O 4.055 -2.020 3.269
H 3.483 -1.260 3.453
H 3.708 -2.836 0.955
O -4.061 1.101 2.697
*
```

Which is the most stable structure? version P is the most stable.

Version P
The following is a DFT calculation (wB97M-V/def2-TZVPD) of 15 unconnected molecules or ions with the total composition H30O15.

Kohn-Sham gap: 0.3393 hartree

Geometry as ORCA input:
```
! RIJCOSX wB97M-V def2-TZVPD def2/J DEFGRID3
* xyz 0 1
H -4.222 -1.270 0.656
H 3.203 -0.741 -3.289
O 0.276 -0.256 0.625
O 2.237 -2.419 1.044
H 1.742 3.634 -2.116
O 0.818 2.026 -0.052
O 2.344 4.367 -1.884
H -1.866 3.561 -0.114
H -0.516 -0.824 0.567
H -2.501 -0.866 3.377
O -1.699 3.847 -0.961
H -2.402 3.602 -1.589
H 3.457 -0.003 -0.345
O 1.576 -4.365 -0.375
H -0.382 -0.066 -1.748
H 1.312 1.672 -0.727
H -3.103 -1.898 -2.592
H 0.687 -3.894 -0.099
O -3.267 -0.457 3.768
O 0.296 -0.783 -2.014
O -4.909 -0.670 0.526
H 1.916 1.598 4.964
H 1.763 0.309 1.235
O 4.153 -0.574 -0.307
H 3.272 -1.265 -1.772
H 1.283 -5.259 -0.340
H 0.600 0.815 5.360
H 1.994 5.088 -2.484
O -3.223 -2.828 -2.758
O 2.665 -0.983 -2.437
H 1.714 -3.191 1.090
H -3.804 0.687 -1.133
H 1.024 -0.183 -2.084
O -4.326 1.184 -1.774
H -3.434 -0.868 4.568
H 1.831 -1.800 1.687
H -5.429 -0.570 1.346
H -2.550 -3.154 -2.054
H 0.182 0.176 -0.202
H -0.121 1.785 -0.149
H 3.257 0.974 1.281
H -5.163 1.304 -1.324
H 3.776 -1.210 0.329
O 1.073 1.158 4.631
O 2.298 0.984 1.681
*
```

Version Q
The following is a DFT calculation (wB97M-V/def2-TZVPD) of 15 unconnected molecules or ions with the total composition H30O15.

Kohn-Sham gap: 0.3663 hartree

Geometry as ORCA input:
```
! RIJCOSX wB97M-V def2-TZVPD def2/J DEFGRID3
* xyz 0 1
O 2.171 -0.362 1.853
H -1.709 -1.069 -2.303
H 2.103 0.444 1.409
O 0.066 -2.258 3.265
O -2.987 0.884 -1.100
H -0.912 2.897 0.191
H -0.161 4.206 0.179
H -0.288 0.875 -3.624
O 2.361 1.425 -0.413
O -0.589 -0.003 -3.605
O 3.073 -2.156 0.024
H 1.676 2.842 1.791
H 1.722 -1.190 -2.889
H -2.538 -2.348 -2.145
H 0.294 1.036 0.117
H -0.816 -3.695 0.665
H 0.775 3.031 2.936
H -3.400 0.261 -1.635
H 0.346 2.917 -2.102
H -0.642 -2.883 3.512
H -2.127 0.462 -0.893
H -0.009 -0.363 -2.916
O -1.230 0.467 3.082
H 3.230 1.740 -0.154
O -0.447 0.485 0.032
O 0.965 2.496 -2.647
H -2.910 -1.590 2.157
H 2.363 -1.740 0.576
O -2.566 -1.322 1.340
H -0.324 -1.537 2.773
H -0.061 -0.402 0.060
O 1.190 -1.181 -2.045
H 1.665 -1.530 -1.249
H 0.807 2.619 -3.571
H 2.101 1.867 -1.236
O 0.927 2.410 2.233
H -1.082 -2.783 -0.434
H -1.005 1.399 2.779
H -1.491 0.024 2.273
H -1.925 -2.027 1.114
O -0.387 3.428 -0.397
H 1.737 -0.297 2.696
H 2.647 -2.950 -0.367
O -2.034 -1.691 -1.709
O -0.559 -2.838 0.365
*
```

Version R
The following is a DFT calculation (wB97M-V/def2-TZVPD) of 15 unconnected molecules or ions with the total composition H30O15.

Kohn-Sham gap: 0.3658 hartree

Geometry as ORCA input:
```
! RIJCOSX wB97M-V def2-TZVPD def2/J DEFGRID3
* xyz 0 1
O -1.686 -2.362 -3.360
H 2.787 -2.093 -0.391
H 0.912 2.309 2.080
H 0.419 -2.230 -1.154
H 2.471 -0.592 -2.757
H 4.327 1.220 2.549
O -3.636 -3.230 -1.344
O 1.657 -0.006 -2.875
O 1.022 -1.613 3.270
H -1.466 0.116 -1.891
H -4.167 2.822 0.152
H -0.926 -1.893 -3.656
H -1.452 3.303 3.236
H 3.005 1.805 2.753
H -2.948 -3.503 -0.793
H 2.932 -1.870 0.954
H 4.952 -0.222 1.200
H 1.874 -1.250 3.605
H -1.902 -0.961 -0.936
O 3.581 1.350 3.266
H -1.748 -0.334 3.022
H 1.525 3.624 2.444
H -2.364 2.166 4.026
O 3.354 -2.443 0.320
O -1.397 2.426 3.632
O 1.680 2.726 1.952
O -1.143 -0.820 -1.422
H -3.413 2.318 -1.136
O -3.858 0.575 -2.776
H 0.519 -1.397 3.857
H -1.574 -3.132 -3.780
O 0.504 -3.238 -1.209
O 2.271 3.841 -2.647
H 1.310 -0.462 -2.180
O -4.229 2.594 -0.838
H 2.194 2.841 -2.904
O -2.738 -0.345 3.422
H 3.064 3.744 -2.144
H -3.104 -3.145 -2.116
H -3.863 -0.342 -3.049
H -3.139 -1.046 2.740
H 4.438 0.695 -0.217
H -3.230 0.870 -3.370
H -0.395 -3.409 -1.593
O 4.488 0.550 0.791
*
```

Version S
The following is a DFT calculation (wB97M-V/def2-TZVPD) of a molecular structure, H30O15.

Kohn-Sham gap: 0.2943 hartree

Geometry as ORCA input:
```
! RIJCOSX wB97M-V def2-TZVPD def2/J DEFGRID3
* xyz 0 1
O -5.061 -0.309 0.298
H -2.937 -1.702 -2.119
O 4.215 0.668 -2.879
O -1.179 -0.660 0.932
H -5.666 -0.871 0.795
H 2.442 2.042 -0.609
H -1.938 -0.942 1.454
O 0.909 -1.932 -2.649
H 0.983 -0.970 2.896
H -4.131 -2.622 -1.920
H -4.547 0.140 0.978
O 1.913 2.698 -1.077
H -1.998 1.453 -4.121
O -1.779 5.390 0.464
H -3.622 1.405 2.181
H 2.464 -1.767 -0.403
H 1.419 -2.327 -1.933
H -1.576 -3.771 1.036
H 4.530 -0.233 -2.740
H 4.566 -0.880 3.675
O 1.129 -0.656 3.796
H 2.328 -3.178 0.145
H -0.454 0.661 -0.558
O -2.232 -3.354 0.465
H 2.089 -0.616 3.877
H -1.715 -3.007 -0.271
H -2.186 4.531 0.622
H 0.653 0.066 0.297
H 4.936 1.991 -0.796
H 1.563 -1.756 -3.334
H 3.813 0.908 -2.037
O 4.836 2.149 0.150
H 1.025 2.324 -1.081
O 2.986 -2.529 -0.126
O 4.316 -1.560 3.040
H 3.737 -1.101 2.421
O -0.106 -0.181 -0.243
H -2.454 1.249 -2.686
H -2.195 5.970 1.111
O -1.680 1.175 -3.255
H 3.973 2.571 0.226
H -4.712 1.576 3.226
O -3.565 -2.248 -2.605
O -4.570 1.552 2.273
H -0.520 -1.346 1.086
*
```

Which is the most stable structure? version Q is the most stable.